# 1
The following is a quantum chemistry calculation of a 5-piece molecular cluster, C29H44N6O2Si overall at a distorted geometry, from OMol25.

```
! wB97M-V def2-TZVPD RIJCOSX def2/J DEFGRID3
* xyz 0 1
C 1.68 -1.97 4.41
C 1.50 -0.91 3.60
C 1.47 -1.11 2.11
C 0.59 -0.14 1.34
C 1.10 0.66 0.29
C 2.55 0.60 -0.14
C 2.71 -0.24 -1.43
C 1.73 -1.41 -1.57
C 2.16 -2.39 -2.69
C 1.02 -2.60 -3.69
C 0.27 1.57 -0.41
N 0.85 2.38 -1.43
C -0.02 2.77 -2.53
C -0.18 1.64 -3.54
C -1.09 1.64 -0.08
C -1.59 0.83 0.92
C -0.78 -0.05 1.61
C -1.67 -0.79 2.57
O -1.43 -1.40 3.57
N -3.00 -0.57 2.09
Si -3.89 -1.92 1.36
C -5.70 -1.43 1.25
C -3.79 -3.49 2.37
C -3.32 -2.32 -0.38
C -2.99 0.67 1.41
O -3.91 1.43 1.32
H 1.14 -2.88 4.24
H 2.30 -1.85 5.30
H 1.33 0.08 4.02
H 2.50 -1.06 1.80
H 1.11 -2.12 1.91
H 2.86 1.61 -0.39
H 3.19 0.22 0.64
H 2.59 0.41 -2.30
H 3.73 -0.62 -1.48
H 1.71 -1.94 -0.62
H 0.74 -1.06 -1.83
H 2.34 -3.36 -2.22
H 3.05 -2.02 -3.19
H 1.23 -3.38 -4.41
H 0.81 -1.65 -4.18
H 0.12 -2.84 -3.12
H 1.30 3.20 -1.03
H -0.99 3.18 -2.24
H 0.49 3.58 -3.05
H 0.81 1.26 -3.78
H -0.83 0.86 -3.15
H -0.62 2.01 -4.46
H -1.76 2.31 -0.59
H -5.87 -0.81 0.38
H -6.26 -2.36 1.14
H -6.00 -0.93 2.17
H -4.50 -4.18 1.92
H -4.09 -3.34 3.40
H -2.81 -3.97 2.32
H -3.33 -1.44 -1.03
H -4.04 -3.02 -0.79
H -2.35 -2.81 -0.40
C -1.58 -4.53 5.21
C -0.26 -4.94 4.74
N 0.78 -5.25 4.37
H -2.28 -5.36 5.11
H -1.52 -4.24 6.25
H -1.94 -3.69 4.62
C -0.99 1.67 -8.26
C -0.47 0.83 -7.19
N -0.06 0.16 -6.36
H -1.35 1.05 -9.08
H -1.82 2.27 -7.88
H -0.21 2.33 -8.63
C 5.23 4.43 0.61
C 3.96 4.42 -0.10
N 2.95 4.42 -0.63
H 5.81 3.55 0.36
H 5.80 5.32 0.34
H 5.03 4.44 1.68
C 1.01 5.27 2.84
C 2.35 4.79 3.11
N 3.41 4.39 3.31
H 0.57 5.68 3.75
H 1.04 6.04 2.08
H 0.39 4.44 2.49
*
```

Values from the calculation:
E_HOMO: -8.161 eV
SMILES string: C=CCc1c(CCCCC)c(NCC)cc2c1C(=O)N([Si](C)(C)C)C2=O.CC#N.CC#N.CC#N.CC#N
Frontier orbital gap: 8.388 eV

=====

# 2
The following is a quantum chemistry calculation of an isolated molecule of C10H10ClNOS2 at a distorted geometry, from OMol25.

```
! wB97M-V def2-TZVPD RIJCOSX def2/J DEFGRID3
* xyz 0 1
C -2.26 -0.91 -0.66
C -2.25 1.09 0.58
C -0.87 -0.76 -0.89
C -0.87 1.19 0.61
C -2.93 0.00 0.14
C -0.13 0.19 -0.15
C 2.07 1.11 -0.31
C 3.55 0.39 -0.57
C 3.32 -0.88 0.09
C -4.35 -0.18 0.52
N 1.25 0.08 -0.10
O 1.98 2.32 -0.48
S 3.47 -1.00 1.77
S 2.96 -2.38 -0.75
Cl 4.64 1.42 0.25
H -2.73 -1.88 -0.97
H -2.80 1.95 0.89
H -0.40 -1.42 -1.55
H -0.41 2.02 1.19
H 3.86 0.22 -1.60
H -4.86 0.70 0.65
H -4.75 -0.78 -0.17
H -4.23 -0.73 1.51
H 3.51 0.34 2.01
H 3.18 -2.09 -2.01
*
```

Values from the calculation:
E_HOMO: -7.624 eV
Frontier orbital gap: 6.187 eV

=====

# 3
The following is a quantum chemistry calculation of C5H11Br2F4OPTa as an isolated structure at a distorted geometry, from OMol25.

```
! wB97M-V def2-TZVPD RIJCOSX def2/J DEFGRID3
* xyz -1 1
C 3.26 -0.53 -0.26
C 2.08 -1.46 -0.03
Br 2.58 -3.26 -0.75
C 0.80 -0.95 -0.67
Ta -0.43 0.38 0.68
P -0.11 2.54 -0.80
O 1.53 2.63 -1.01
Br -0.46 4.31 0.59
C -2.47 -0.33 -0.29
F -2.35 -1.55 -0.95
F -2.86 0.55 -1.29
C -3.68 -0.48 0.69
F -4.67 0.41 0.40
F -4.26 -1.72 0.60
H 4.18 -0.92 0.19
H 3.03 0.44 0.19
H 3.43 -0.39 -1.33
H 1.97 -1.67 1.03
H 0.14 -1.77 -0.99
H 1.07 -0.39 -1.58
H -1.52 1.31 1.86
H 1.04 0.81 1.70
H -0.64 -0.97 1.90
H 1.74 3.34 -1.63
H -3.40 -0.33 1.74
*
```

Values from the calculation:
E_HOMO: -4.960 eV
Frontier orbital gap: 6.693 eV

=====

# 4
The following is a quantum chemistry calculation of a 13-piece molecular cluster, C15H19Cl36NO4S overall at a distorted geometry, from OMol25.

```
! wB97M-V def2-TZVPD RIJCOSX def2/J DEFGRID3
* xyz 0 1
N -1.45 -1.54 -2.01
C -1.12 -2.92 -2.15
O -0.02 -3.29 -1.99
C -2.20 -3.93 -2.47
C -3.03 -4.08 -1.21
O -4.40 -4.39 -1.45
S -5.29 -3.00 -1.43
O -6.41 -3.22 -0.59
O -5.93 -2.97 -2.94
H -2.16 -1.38 -1.30
H -1.77 -1.16 -2.89
H -1.71 -4.85 -2.74
H -2.81 -3.61 -3.30
H -2.99 -3.15 -0.67
H -2.59 -4.82 -0.56
H -5.22 -2.64 -3.51
C 1.52 0.90 -3.18
Cl 0.97 0.40 -4.78
Cl 3.14 1.58 -3.27
Cl 0.40 2.07 -2.47
H 1.55 0.03 -2.54
C 3.27 -3.60 -1.14
Cl 3.95 -5.24 -1.15
Cl 2.81 -3.14 0.50
Cl 4.42 -2.45 -1.82
H 2.39 -3.60 -1.75
C 6.34 4.05 -3.28
Cl 6.36 2.28 -3.22
Cl 7.50 4.64 -4.46
Cl 4.72 4.65 -3.63
H 6.63 4.42 -2.30
C -2.35 -0.81 2.04
Cl -3.94 -1.18 1.35
Cl -1.08 -1.74 1.23
Cl -2.04 0.92 1.94
H -2.36 -1.10 3.08
C 5.16 3.83 0.72
Cl 3.66 3.31 -0.04
Cl 6.55 3.07 -0.07
Cl 5.31 5.59 0.68
H 5.15 3.51 1.75
C -6.12 -1.33 5.19
Cl -4.70 -0.63 4.40
Cl -6.10 -1.04 6.93
Cl -7.60 -0.70 4.47
H -6.10 -2.40 5.02
C 1.61 6.76 -4.76
Cl 2.87 7.07 -5.96
Cl 0.01 7.03 -5.45
Cl 1.75 5.11 -4.13
H 1.75 7.44 -3.94
C 0.72 -1.05 5.04
Cl 1.50 -1.59 3.56
Cl -0.70 -0.05 4.68
Cl 0.28 -2.42 6.06
H 1.44 -0.44 5.58
C -8.21 0.11 10.58
Cl -9.57 -0.80 9.90
Cl -6.71 -0.33 9.77
Cl -8.50 1.85 10.45
H -8.12 -0.14 11.62
C 10.88 7.02 -5.42
Cl 12.10 8.20 -5.90
Cl 11.53 5.92 -4.20
Cl 9.43 7.82 -4.84
H 10.62 6.44 -6.29
C 4.82 -0.90 6.73
Cl 4.31 -2.58 6.85
Cl 5.85 -0.66 5.32
Cl 3.42 0.17 6.67
H 5.40 -0.66 7.61
C -7.73 -4.88 -5.60
Cl -7.25 -6.57 -5.41
Cl -6.83 -4.12 -6.91
Cl -9.47 -4.75 -5.88
H -7.50 -4.36 -4.68
*
```

Values from the calculation:
E_HOMO: -10.525 eV
Frontier orbital gap: 10.382 eV

=====

# 5
The following is a quantum chemistry calculation of an isolated molecule of C5H7NO, from OMol25.

```
! wB97M-V def2-TZVPD RIJCOSX def2/J DEFGRID3
* xyz 0 1
N 1.73 -1.75 -0.06
C 1.01 -0.74 -0.26
O 1.34 0.35 -1.04
C 0.38 1.41 -0.87
C -0.86 0.75 -0.32
C -1.28 -0.49 -1.05
C -0.41 -0.59 0.18
H 2.63 -1.65 -0.54
H 0.23 1.89 -1.84
H 0.79 2.14 -0.17
H -1.60 1.34 0.22
H -0.77 -0.69 -2.00
H -2.30 -0.84 -1.00
H -0.75 -1.06 1.09
*
```

Values from the calculation:
E_HOMO: -9.756 eV
SMILES string: [H]/N=C1\OC[C@H]2C[C@@H]12
Frontier orbital gap: 10.758 eV

=====

# 6
The following is a quantum chemistry calculation of a 2-piece molecular cluster, CH5N4O2 overall at a distorted geometry, from OMol25.

```
! wB97M-V def2-TZVPD RIJCOSX def2/J DEFGRID3
* xyz 1 1
C 0.22 0.02 -0.14
N 0.22 1.63 -2.39
N 0.78 -0.89 -0.88
N -0.96 -0.14 0.47
N 0.78 1.31 -0.25
O 0.08 2.20 0.60
O 0.29 2.69 -2.72
H 0.23 -1.72 -0.83
H 1.76 -0.80 -1.11
H -1.41 -1.03 0.57
H -1.24 0.66 0.95
H 0.68 2.97 0.70
*
```

Values from the calculation:
E_HOMO (alpha / beta): -13.910 / -13.174 eV
Frontier orbital gap (alpha / beta): 8.534 / 7.126 eV

=====

# 7
The following is a quantum chemistry calculation of C6H24B3O2Rb as an isolated structure, from OMol25.

```
! wB97M-V def2-TZVPD RIJCOSX def2/J DEFGRID3
* xyz -2 1
Rb 0.80 1.28 -0.94
B 1.00 1.44 -4.24
H 0.48 2.17 -3.45
H 0.45 1.46 -5.33
H 2.20 1.70 -4.30
H 0.86 0.33 -3.81
B 0.14 3.84 0.75
H -0.51 2.98 1.26
H -0.11 4.90 1.32
H 1.30 3.54 0.82
H -0.18 3.91 -0.40
B -1.86 0.24 -2.19
H -0.89 -0.27 -2.68
H -2.79 0.08 -2.96
H -2.08 -0.19 -1.06
H -1.60 1.41 -2.20
C 0.30 -2.59 -1.11
C 1.46 -2.27 -0.21
O 2.15 -1.29 -0.38
C 1.79 -3.23 0.93
H 0.42 -2.16 -2.10
H -0.61 -2.20 -0.65
H 0.21 -3.68 -1.20
H 1.26 -4.18 0.86
H 1.46 -2.75 1.86
H 2.86 -3.39 0.96
C -1.21 -1.34 2.87
C -0.42 -0.08 2.58
O 0.27 0.03 1.59
C -0.67 1.10 3.50
H -2.26 -1.07 2.72
H -1.03 -1.69 3.89
H -0.93 -2.16 2.22
H 0.04 1.89 3.28
H -0.65 0.80 4.55
H -1.67 1.45 3.23
*
```

Values from the calculation:
E_HOMO: -1.571 eV
Frontier orbital gap: 5.568 eV

=====

# 8
The following is a quantum chemistry calculation of an isolated molecule of C4H11N2 at a distorted geometry, from OMol25.

```
! wB97M-V def2-TZVPD RIJCOSX def2/J DEFGRID3
* xyz 0 2
C -0.88 -0.53 1.04
C -0.83 -0.71 -0.40
C -0.03 0.44 -1.06
C 0.95 0.18 -1.94
N -0.16 1.84 -0.47
N 0.49 -0.61 1.75
H -1.27 -1.38 1.52
H -1.24 0.42 1.52
H -1.91 -0.77 -0.76
H -0.42 -1.63 -0.74
H 1.24 0.85 -2.82
H 1.42 -0.74 -2.01
H 0.95 2.25 -0.44
H -0.82 2.40 -0.92
H 1.21 -0.10 1.18
H 0.89 -1.53 1.88
H 0.40 -0.37 2.66
*
```

Values from the calculation:
E_HOMO (alpha / beta): -3.338 / -9.496 eV
Frontier orbital gap (alpha / beta): 4.137 / 10.136 eV